1.
C52H50BF7N4O3SSb2Sr | ωB97M-V/def2-TZVPD

```
! RIJCOSX wB97M-V def2-TZVPD def2/J DEFGRID3
* xyz -2 1
H 2.094 -1.413 -3.673
F -0.522 3.847 5.337
N -1.805 0.655 6.455
C -1.688 -4.125 2.195
H 1.859 -2.246 -5.739
C 4.937 0.902 -2.212
C -2.115 1.059 5.186
Sr -1.761 1.120 2.077
H 1.927 -7.143 -6.368
C 3.627 1.170 -2.613
C -3.484 4.420 -0.607
S -3.913 4.562 4.879
H 0.048 -0.985 -5.088
C 2.952 1.823 -0.284
H -3.773 4.189 2.432
C 2.271 -3.877 -0.558
H 3.529 -4.280 -3.667
H 3.377 1.005 -3.659
H -0.226 4.662 2.001
C -5.440 -0.885 2.703
C 2.663 1.690 -1.784
H 4.766 2.174 0.945
C 3.421 -4.115 0.181
N -2.300 2.803 0.437
H -0.642 -4.153 1.897
C 2.662 4.469 -3.489
C -2.817 2.279 4.872
H -7.245 -1.694 3.491
C 2.404 5.886 -5.417
C 1.468 3.814 -3.775
H -4.276 4.922 -1.146
C -3.470 3.094 -0.214
H 2.808 -3.208 -7.793
Sb 0.721 2.207 -2.475
F 2.488 0.770 1.848
H 0.528 4.431 0.426
C -5.719 -3.201 3.282
H -3.904 -0.637 -1.053
C 2.416 -5.235 -7.220
H -1.814 1.257 7.259
C 2.296 0.680 0.515
C -4.425 -3.449 2.896
C -2.256 4.976 -0.179
C 4.604 -4.432 -0.466
H -5.530 2.544 -0.429
O -3.194 -1.270 -0.896
H 0.632 -3.150 7.492
C -1.568 3.960 0.461
F 2.727 -0.537 0.152
C 1.361 -5.519 -5.082
H 3.389 -4.037 1.261
H 0.015 1.453 -4.966
C 1.088 -1.380 -3.249
H 2.775 6.676 -6.061
H 0.963 -6.171 -4.310
H 1.165 -0.978 -2.241
H -4.424 1.586 -1.420
H -0.843 -0.517 -3.646
C -3.560 3.747 3.398
H 0.619 5.570 -6.563
F 0.912 0.676 0.380
O -1.505 -1.919 1.370
C -6.224 -1.897 3.187
C 0.732 4.244 -4.877
H 1.356 -3.602 -0.044
Sb 0.435 -3.434 -2.999
C 1.198 5.261 -5.699
H -3.175 3.269 6.816
C 1.857 -3.322 -5.872
N -1.701 0.204 4.281
C 0.150 -0.521 -4.097
H -2.237 -4.850 1.592
C 5.323 1.299 -0.920
H -0.538 -1.139 8.338
C 0.661 0.911 -4.271
H -4.503 1.308 0.333
F 1.723 3.904 4.879
O -3.440 -0.153 1.732
H 5.659 0.490 -2.905
H 2.476 2.710 0.160
C 0.160 -2.471 6.794
C 2.279 -3.936 -1.948
H 3.238 4.159 -2.624
C -1.024 -0.780 4.964
H -0.223 3.777 -5.094
H -1.777 -4.385 3.250
C -3.595 -2.442 2.373
C 4.628 -4.490 -1.851
H -4.041 -4.456 2.986
N -3.015 2.593 3.559
C 0.262 -2.721 5.422
C -0.220 4.027 1.112
H -2.853 -1.024 -0.019
C -4.107 -1.109 2.248
C -3.273 3.227 5.746
H -1.929 5.997 -0.318
H -0.214 -2.042 3.428
C 1.331 -4.140 -4.878
C 4.443 1.817 -0.026
B 0.636 3.066 5.105
C -1.078 -0.510 6.344
H 6.376 1.254 -0.651
C 3.478 -4.238 -2.587
F 0.404 2.244 3.973
C -4.546 2.070 -0.444
C -2.236 -2.731 1.940
C -0.320 -1.882 4.490
H 4.063 5.992 -4.060
H 1.668 0.874 -4.693
C 1.902 -6.067 -6.235
F 0.855 2.254 6.233
H 0.092 3.032 1.428
C 3.129 5.496 -4.299
C 2.396 -3.861 -7.033
H 5.509 -4.618 0.100
H 5.555 -4.712 -2.367
H -6.344 -4.002 3.656
H 2.841 -5.657 -8.123
H 0.822 -3.584 5.084
C -0.500 -1.354 7.278
H -5.816 0.128 2.621
*
```

HOMO (eV): -0.63
LUMO (eV): 3.4
Frontier orbital gap (eV): 4.019


2.
C24H64B2F20N8O8P2 | ωB97M-V/def2-TZVPD

```
! RIJCOSX wB97M-V def2-TZVPD def2/J DEFGRID3
* xyz 4 1
F -1.598 -0.926 0.257
B -0.946 4.614 -0.636
H 5.610 -0.370 -6.928
H 6.334 -1.254 -5.522
F -1.894 1.985 2.733
F 1.439 0.113 -0.516
F -0.386 -0.758 -1.620
C -0.082 1.479 -3.241
C 1.034 4.429 2.891
C -4.610 -0.589 -0.460
H 2.976 0.758 -3.030
C -2.434 0.933 6.635
P -0.106 -0.379 -0.052
C 2.365 2.613 1.627
O 5.267 0.535 0.086
H 0.745 -5.370 0.465
F -2.543 -5.139 -0.070
F -1.801 4.236 -1.579
H -1.895 1.065 4.662
C 3.715 0.066 -2.628
H -2.331 0.111 7.343
C -4.610 3.190 -0.900
H 2.970 -4.046 4.766
H -0.325 3.404 -2.329
H 7.893 -0.473 1.781
C -2.843 -1.679 -5.279
C 1.327 -4.057 3.328
H -4.125 -3.072 -6.415
F 0.131 0.217 1.414
H 7.885 0.750 0.573
F -4.097 -3.539 -0.788
H 1.627 -5.975 2.477
C 5.421 -0.876 -5.981
C 5.823 -0.014 0.912
O 2.047 5.064 3.026
H 4.594 0.654 -2.364
F -0.309 5.822 -0.949
H 2.674 4.949 -4.298
P -3.858 -4.417 0.524
H 3.738 -1.699 3.028
H 4.712 -1.626 -3.483
H 5.728 -1.254 2.649
C -4.120 0.696 -1.148
H -0.159 4.701 4.639
O 1.376 -3.101 2.569
C 1.505 3.538 -3.432
N -3.883 1.950 -0.297
O -3.802 0.647 -2.286
H 5.158 0.311 2.801
F -3.708 3.271 2.476
H -3.478 1.162 6.421
C -2.069 -1.014 4.931
N 0.964 3.195 1.972
C 4.693 -0.047 -5.008
H -2.919 2.076 -0.021
F 0.525 -1.868 0.302
H 7.687 -0.854 0.119
H 2.231 1.971 0.757
O 4.520 1.181 -5.145
H 2.753 1.990 2.433
C 1.598 4.775 -4.303
C -0.215 4.886 3.566
H -2.005 -3.961 -2.815
F -5.145 -3.607 1.180
N 0.828 -5.376 2.627
H -4.087 1.812 0.683
C 7.359 -0.152 0.887
O -3.115 -0.613 -4.751
N -1.734 0.386 5.392
H 3.049 3.393 1.291
F 0.069 3.723 -0.568
N 0.151 3.023 -3.134
H -4.740 4.024 -0.211
H -2.220 -3.525 -5.120
C 1.881 -3.993 4.764
C -2.539 -3.068 -3.139
H -1.848 1.788 6.971
H -2.280 -2.320 3.365
H 3.319 -1.325 -3.986
H 1.544 -4.769 5.451
C 3.831 -1.157 2.087
H -5.556 2.706 -1.143
H -4.104 3.449 -1.830
N 4.149 -0.819 -3.714
H 0.253 -5.801 3.341
F -2.907 -3.210 1.128
F -4.791 -5.509 -0.171
C 0.037 -5.268 1.287
N -2.066 -2.721 -4.528
F -3.719 -5.339 1.902
F -2.636 2.969 4.508
H 0.597 0.966 -2.560
F -1.697 4.700 0.489
H 3.424 -0.565 -1.787
H -2.284 -2.313 -2.396
H 0.285 2.565 2.375
H -5.647 -0.429 -0.164
H 4.852 -1.753 -6.289
H -1.072 -1.148 3.001
H 0.073 1.134 -4.263
H -1.112 1.220 -2.993
F -3.761 1.386 3.713
C -3.525 -2.172 -6.549
H -4.635 -1.441 -1.139
H -2.654 -2.353 -7.180
F -0.891 0.960 -0.468
H -0.757 -6.005 1.412
H -0.405 5.957 3.488
H 1.305 4.544 -5.327
H 3.220 -0.360 1.665
H 0.496 3.451 1.114
H -0.355 3.480 -3.879
O -2.305 -1.930 5.732
H 1.791 -3.000 5.204
H 1.115 5.679 -3.935
C -2.038 -1.265 3.493
H -3.603 -3.273 -3.259
H 3.979 -1.802 1.221
H -1.063 -2.603 -4.516
H -2.737 -0.703 2.874
N 5.180 -0.519 2.226
H -0.734 0.438 5.522
H -0.406 -4.271 1.308
B -3.049 2.412 3.347
H -4.046 -1.353 -7.045
O 2.488 3.003 -2.975
H -3.869 -0.792 0.314
H -1.064 4.468 3.025
*
```

HOMO (eV): -18.26
LUMO (eV): -9.7
Frontier orbital gap (eV): 8.589


3.
C2H3BrClNO | ωB97M-V/def2-TZVPD

```
! RIJCOSX wB97M-V def2-TZVPD def2/J DEFGRID3
* xyz 0 1
N -1.457 -0.750 -0.279
C 1.142 0.621 0.726
Br 1.744 -1.409 -0.294
Cl 1.841 1.679 -0.326
H 1.893 0.547 1.538
O -1.858 1.559 -0.344
H -1.983 -1.486 -0.432
C -1.642 0.439 -0.251
H 0.319 -1.200 -0.338
*
```

HOMO (eV): -8.38
Relative energy (zero: lowest compared OMol25 entry of this formula, charge and spin) (kJ/mol): 391.4
LUMO (eV): 0.1
Frontier orbital gap (eV): 8.522


4.
C34H39EuN5O3P2S | ωB97M-V/def2-TZVPD

```
! RIJCOSX wB97M-V def2-TZVPD def2/J DEFGRID3
* xyz 0 8
H 5.328 1.724 -2.474
H -0.331 2.292 0.269
C -5.114 -2.423 -4.524
S -0.310 0.731 6.175
C -0.607 0.935 9.028
H 0.616 0.701 -4.646
C -1.066 2.736 3.088
C -1.165 -1.102 7.857
H 2.556 2.054 3.371
H 2.324 -4.051 -3.249
C 1.224 3.323 2.199
C -1.086 0.344 10.215
N -0.525 -0.855 5.616
C -0.839 -0.887 -4.994
H 1.041 -0.470 -5.919
C 3.013 -3.648 -6.496
H 3.218 -5.569 -5.358
C 3.641 0.303 -2.615
H -1.994 -1.392 11.146
C 4.575 1.152 -4.509
H -0.167 4.704 3.151
C -1.701 3.060 -2.596
C 2.569 -2.403 -6.060
N 2.963 -0.230 -3.715
H -0.200 1.942 8.993
H -3.459 -3.106 -3.160
H -1.733 2.805 3.947
C -1.961 3.129 -4.004
C 0.561 0.439 1.025
C -0.614 1.435 0.898
C -3.943 -2.374 -3.794
C -1.616 -0.960 10.213
O -1.497 -2.849 6.095
C -1.655 -1.708 9.028
C 0.121 3.639 3.232
H 0.826 3.331 1.177
H -2.077 4.005 -4.620
H 0.534 3.520 4.253
N -1.923 0.940 -3.391
H 3.335 0.027 -1.617
H -2.310 1.326 2.248
H -1.487 1.228 -1.320
C 0.603 -0.370 -4.912
H -1.557 3.901 -1.931
C -5.248 -1.174 -5.208
C 4.634 1.158 -3.076
C -1.352 1.849 2.132
C -1.678 1.714 -2.255
H -2.184 1.463 -5.474
H 5.208 1.678 -5.207
C 1.912 2.028 2.481
H 2.436 -1.504 -6.637
H 1.665 -1.645 5.199
C -2.051 1.821 -4.469
H -0.883 -1.950 -5.288
O 1.049 1.189 5.985
H -5.809 -3.257 -4.577
H 1.989 4.114 2.291
C -0.663 0.192 7.848
O -1.413 1.563 5.725
C 1.777 0.882 1.772
P -1.710 -0.819 -3.332
Eu -0.504 -2.773 3.869
N 2.257 -2.468 -4.701
H 3.334 -3.867 -7.504
C -1.110 -1.685 6.511
H -1.059 0.906 11.155
H 3.140 0.091 -5.852
H -2.058 -2.728 9.003
C 1.786 -2.287 4.296
C 3.533 0.311 -4.874
C -4.153 -0.403 -4.859
H -6.043 -0.857 -5.877
C 2.503 -3.776 -4.279
H 0.882 0.162 0.005
H -1.368 0.846 0.353
H 2.348 -1.795 3.495
P 1.543 -1.267 -3.565
H -3.907 0.595 -5.176
H 2.140 -3.297 4.570
H -1.397 -0.325 -5.760
C 2.956 -4.522 -5.360
H 2.569 0.128 1.814
N -3.348 -1.112 -3.960
H 0.167 -0.504 1.464
*
```

Expectation value of S²: 15.76
HOMO (spin up / spin down) (eV): -7.13 / -7.15
Relative energy (zero: lowest compared OMol25 entry of this formula, charge and spin) (kJ/mol): 173.3
LUMO (spin up / spin down) (eV): -0.9 / -0.8
Frontier orbital gap (spin up / spin down) (eV): 6.251 / 6.312